C3H3Br2N | the ωB97M-V functional and the def2-TZVPD basis

Element x y z (Å)
Br (0.5645, 0.2310, 3.0308)
C (0.4349, 0.1473, 1.1461)
C (-0.6227, 0.6196, 0.4938)
N (-0.6040, 0.5490, -0.8711)
C (-0.0627, -0.4691, -1.3654)
Br (0.1945, -0.5703, -3.2235)
H (1.3344, -0.2159, 0.6798)
H (-1.4754, 1.0902, 0.9546)
H (0.2365, -1.3819, -0.8451)

Properties
Structure (SMILES): Br/C=C/N=C/Br
Molar mass: 212.87 g/mol
HOMO energy: -9.20 eV
F_max: 0.0273 Eh/bohr
Multiplicity: 1

C33H45Cl2MoO2P3 | the ωB97M-V functional and the def2-TZVPD basis

Element x y z (Å)
P (1.5163, 1.0885, -1.6068)
C (3.2590, 1.3230, -1.9847)
C (3.8163, 0.7737, -3.1555)
H (3.2183, 0.1214, -3.7952)
C (5.1311, 1.0693, -3.5085)
H (5.5559, 0.6451, -4.4164)
C (5.9070, 1.9154, -2.7083)
H (6.9350, 2.1473, -2.9900)
C (5.3541, 2.4627, -1.5453)
H (5.9528, 3.1296, -0.9225)
C (4.0428, 2.1728, -1.1781)
H (3.6051, 2.6020, -0.2729)
C (0.8755, -0.2311, -2.6443)
C (1.4336, -1.5092, -2.4711)
H (2.3382, -1.6276, -1.8673)
C (0.8396, -2.6095, -3.0822)
H (1.2652, -3.6041, -2.9212)
C (-0.2799, -2.4402, -3.9084)
H (-0.7398, -3.3056, -4.3855)
C (-0.7942, -1.1560, -4.1271)
H (-1.6527, -1.0183, -4.7882)
C (-0.2148, -0.0476, -3.5123)
H (-0.6038, 0.9540, -3.7082)
C (0.6123, 2.6012, -1.9684)
C (0.7627, 3.1540, -3.2557)
H (1.4617, 2.7080, -3.9682)
C (-0.0057, 4.2568, -3.6313)
H (0.0874, 4.6637, -4.6383)
C (-0.9062, 4.8233, -2.7223)
H (-1.5356, 5.6655, -3.0263)
C (-1.0026, 4.3140, -1.4241)
H (-1.6832, 4.7688, -0.7006)
C (-0.2360, 3.2122, -1.0291)
H (-0.2627, 2.8513, 0.0071)
Mo (0.5203, -0.5738, 2.1331)
C (-1.2713, -1.7006, 1.7925)
C (-2.0133, -1.4515, 0.6795)
H (-1.6568, -2.4172, 2.5370)
C (-1.4655, -0.3523, -0.2190)
O (-2.4085, 0.7473, -0.2862)
H (-1.9480, 1.5459, -0.6154)
C (-0.1982, 0.0702, 0.4068)
H (-1.2666, -0.7302, -1.2395)
C (1.0349, 0.5629, 0.1302)
Cl (-0.5642, -0.4967, 4.2670)
Cl (2.5640, 0.4265, 2.9776)
P (1.6209, -2.6552, 2.0666)
C (2.2738, -2.8794, 3.7547)
H (1.4348, -3.0569, 4.4377)
H (2.8040, -1.9727, 4.0671)
H (2.9520, -3.7406, 3.7583)
C (0.7429, -4.1970, 1.7171)
H (0.3055, -4.1432, 0.7114)
H (-0.0601, -4.3317, 2.4540)
H (1.4445, -5.0398, 1.7757)
C (3.0425, -2.6307, 0.9456)
H (3.5928, -1.6897, 1.0742)
H (2.6808, -2.7107, -0.0887)
H (3.6918, -3.4857, 1.1774)
P (-3.5815, -2.2815, 0.3029)
C (-4.0584, -3.3142, 1.6862)
C (-3.3780, -3.2628, -1.1846)
H (-4.1808, -2.7032, 2.5918)
H (-3.3059, -4.0931, 1.8724)
H (-5.0188, -3.7970, 1.4493)
H (-2.9497, -2.6426, -1.9847)
H (-4.3637, -3.6409, -1.4952)
H (-2.7039, -4.1080, -0.9842)
C (-4.8234, -1.0242, 0.0145)
H (-4.9853, -0.4629, 0.9447)
H (-5.7590, -1.5061, -0.3039)
H (-4.4621, -0.3283, -0.7528)
H (1.6727, 0.9508, 0.9577)
C (-2.5803, 2.6985, 4.0248)
C (-1.2166, 2.8383, 4.7102)
C (-0.2161, 2.7991, 3.5491)
O (-0.8624, 2.2301, 2.3913)
C (-2.2373, 1.9534, 2.7382)
H (-3.3184, 2.1674, 4.6299)
H (-2.9635, 3.6925, 3.7697)
H (-1.0471, 1.9758, 5.3635)
H (-1.1352, 3.7609, 5.2880)
H (0.0991, 3.8214, 3.2865)
H (0.6745, 2.2015, 3.7926)
H (-2.3413, 0.8674, 2.9057)
H (-2.8632, 2.2361, 1.8791)

Properties
Charge: +2
Molar mass: 733.49 g/mol
Expectation value of S²: 2.03
HOMO energy (spin up / spin down): -13.47 / -13.92 eV
F_max: 0.0635 Eh/bohr
Multiplicity: 3

C5H14O2 | the ωB97M-V functional and the def2-TZVPD basis

Element x y z (Å)
C (-0.8610, 1.9234, 0.5504)
C (0.0482, 1.0180, 0.8891)
C (-0.2568, -0.3989, 1.2971)
C (0.9086, -1.4001, 1.1101)
C (0.4768, -2.7398, 1.7045)
H (-1.9076, 1.7401, 0.3603)
H (-0.4466, 2.8222, 0.1014)
H (1.0924, 1.1454, 0.6090)
H (-0.6670, -0.4932, 2.3129)
H (-1.0922, -0.7642, 0.6919)
H (1.8608, -1.0516, 1.5115)
H (1.0599, -1.4092, 0.0302)
H (1.2163, -3.5301, 1.5637)
H (0.3499, -2.5869, 2.7811)
H (-0.4854, -3.0847, 1.3429)
O (1.3337, 2.3306, -2.8551)
H (1.6367, 2.4428, -3.7626)
H (2.1603, 2.0496, -2.4782)
O (-2.0074, 0.7040, -2.2298)
H (-1.5673, 0.9289, -3.0346)
H (-2.8522, 0.3535, -2.4959)

Properties
Structure (SMILES): C=CCCC.O.O
Molar mass: 106.16 g/mol
HOMO energy: -8.99 eV
F_max: 0.0307 Eh/bohr
Multiplicity: 1

C41H43ClN3O2P2PrS2 | the ωB97M-V functional and the def2-TZVPD basis

Element x y z (Å)
Pr (0.3456, 1.6336, 0.3311)
C (-2.3415, -6.1661, -2.9704)
S (-2.7949, -4.4208, -3.1328)
C (-1.1683, -3.6340, -2.8448)
C (-1.2935, -2.1742, -3.2504)
C (-0.1922, -1.2831, -2.6883)
N (-0.2001, -1.1974, -1.2155)
P (-1.5970, -0.3067, -0.6458)
C (-2.8829, -1.6115, -0.5402)
C (-4.1845, -1.3547, -0.9561)
C (-5.1524, -2.3362, -0.8250)
C (-4.8243, -3.5681, -0.2843)
C (-3.5268, -3.8206, 0.1331)
C (-2.5581, -2.8449, 0.0148)
C (-1.4016, -0.2235, 1.2180)
C (-2.2558, 0.6933, 1.8583)
C (-2.3124, 0.7579, 3.2424)
C (-1.4948, -0.0516, 4.0182)
C (-0.6650, -0.9736, 3.3999)
C (-0.6349, -1.0762, 2.0182)
P (1.3422, -1.0533, -0.3961)
C (1.8096, -2.8244, -0.5463)
C (1.6731, -3.6460, 0.5716)
C (1.7836, -5.0219, 0.4574)
C (2.0326, -5.5971, -0.7779)
C (2.2374, -4.7862, -1.8834)
C (2.1417, -3.4114, -1.7690)
C (2.5079, -0.2646, -1.5812)
C (3.8017, -0.7733, -1.6872)
C (4.7614, -0.1157, -2.4380)
C (4.4461, 1.0699, -3.0809)
C (3.1693, 1.6049, -2.9581)
C (2.2094, 0.9580, -2.1931)
H (-3.2195, -6.7437, -3.2433)
H (-2.0575, -6.3900, -1.9449)
H (-1.5283, -6.3983, -3.6530)
H (-0.4231, -4.1556, -3.4458)
H (-0.9142, -3.7325, -1.7891)
H (-2.2676, -1.7936, -2.9347)
H (-1.2736, -2.1115, -4.3380)
H (-0.3038, -0.2844, -3.1338)
H (0.7724, -1.6862, -2.9931)
H (-4.4401, -0.3973, -1.3911)
H (-6.1637, -2.1365, -1.1435)
H (-5.5781, -4.3331, -0.1907)
H (-3.2683, -4.7764, 0.5618)
H (-1.5458, -3.0406, 0.3373)
H (-2.9350, 1.3083, 1.2731)
H (-3.0122, 1.4335, 3.7105)
H (-1.5200, 0.0161, 5.0954)
H (-0.0513, -1.6378, 3.9901)
H (-0.0577, -1.8653, 1.5529)
H (1.5108, -3.2143, 1.5501)
H (1.6753, -5.6448, 1.3330)
H (2.0912, -6.6697, -0.8786)
H (2.4785, -5.2222, -2.8425)
H (2.3611, -2.8086, -2.6380)
H (4.0596, -1.6831, -1.1646)
H (5.7550, -0.5304, -2.5123)
H (5.1956, 1.5816, -3.6666)
H (2.9267, 2.5296, -3.4610)
H (1.1889, 1.3982, -2.1116)
O (2.4024, 1.3218, 1.1809)
N (3.2396, 2.2691, 1.5904)
C (4.2468, 1.9465, 2.4215)
C (5.0993, 2.8961, 2.9270)
C (4.9150, 4.2362, 2.5739)
C (3.9108, 4.5519, 1.6904)
C (3.0691, 3.5557, 1.1813)
S (1.8212, 3.9503, 0.0734)
H (4.3266, 0.8963, 2.6575)
H (5.8973, 2.5986, 3.5871)
H (5.5368, 5.0151, 2.9859)
H (3.7244, 5.5625, 1.3583)
C (0.8472, 3.3872, 4.5295)
C (0.0094, 3.3636, 3.2968)
C (-0.8257, 4.5649, 3.0222)
O (0.0253, 2.4103, 2.5130)
H (0.5248, 4.1528, 5.2278)
H (1.8764, 3.5944, 4.2284)
H (0.8470, 2.4149, 5.0183)
H (-1.3544, 4.8758, 3.9211)
H (-1.5373, 4.3658, 2.2191)
H (-0.1788, 5.3967, 2.7280)
Cl (-1.9119, 7.2978, -0.8959)
C (-2.3499, 5.6405, -0.8699)
C (-3.6709, 5.2399, -1.0549)
C (-3.9424, 3.8834, -1.0034)
C (-2.9065, 2.9892, -0.7925)
N (-1.6338, 3.3564, -0.5756)
C (-1.3753, 4.6706, -0.6281)
H (-4.4534, 5.9616, -1.2281)
H (-4.9527, 3.5213, -1.1172)
H (-3.1103, 1.9239, -0.8190)
H (-0.3514, 4.9940, -0.4779)

Properties
Charge: +2
Molar mass: 912.26 g/mol
Expectation value of S²: 2.00
HOMO energy (spin up / spin down): -12.01 / -12.01 eV
F_max: 0.0341 Eh/bohr
Multiplicity: 3

C22H35N3O3 | the ωB97M-V functional and the def2-TZVPD basis

Element x y z (Å)
C (-5.5696, -0.0605, -0.9416)
C (-5.4933, -1.4031, -0.2221)
C (-4.0739, -1.8081, 0.1819)
C (-3.5627, -1.1473, 1.4663)
N (-3.3569, 0.2800, 1.3430)
C (-2.2684, 0.7973, 0.7342)
O (-1.3917, 0.0814, 0.2845)
C (-2.2542, 2.3204, 0.6786)
C (-2.2470, 2.8188, -0.7736)
C (-0.9304, 2.4959, -1.4713)
C (0.2486, 3.1080, -0.7122)
C (1.5858, 2.8283, -1.4200)
N (1.8961, 1.4203, -1.5247)
C (2.6094, 0.8044, -0.5595)
C (2.8937, -0.5249, -0.2193)
N (2.6333, -1.7385, -0.7225)
C (1.7252, -1.9675, -1.8220)
C (0.3487, -2.3880, -1.3017)
C (0.4895, -3.6431, -0.4358)
C (-0.8606, -4.0625, 0.1353)
C (1.4973, -3.3699, 0.6838)
C (2.8371, -2.9085, 0.1052)
C (3.7141, -0.1039, 0.9308)
O (4.2935, -0.6899, 1.8199)
C (3.4418, 1.3266, 0.5306)
O (3.7551, 2.4349, 0.9128)
C (0.2652, 2.5771, 0.7204)
C (-1.0448, 2.8925, 1.4318)
H (-5.2792, 0.7606, -0.2923)
H (-6.5852, 0.1232, -1.2857)
H (-4.9107, -0.0596, -1.8074)
H (-5.8894, -2.1699, -0.8918)
H (-6.1329, -1.3837, 0.6638)
H (-4.0467, -2.8873, 0.3453)
H (-3.3793, -1.5753, -0.6263)
H (-4.2600, -1.3237, 2.2876)
H (-2.5958, -1.5912, 1.7225)
H (-4.0839, 0.8900, 1.6769)
H (-3.1663, 2.6891, 1.1630)
H (-3.0784, 2.3672, -1.3215)
H (-2.3994, 3.9014, -0.7650)
H (-0.9576, 2.8754, -2.4961)
H (-0.8227, 1.4110, -1.5047)
H (0.1216, 4.1967, -0.6852)
H (2.3962, 3.3037, -0.8662)
H (1.5563, 3.2430, -2.4333)
H (1.2081, 0.8696, -2.0201)
H (1.6663, -1.0722, -2.4410)
H (2.1443, -2.7756, -2.4346)
H (-0.3161, -2.5858, -2.1449)
H (-0.0843, -1.5818, -0.7058)
H (0.8760, -4.4581, -1.0607)
H (-0.7570, -4.9520, 0.7525)
H (-1.5651, -4.2771, -0.6652)
H (-1.2697, -3.2622, 0.7466)
H (1.6506, -4.2685, 1.2829)
H (1.1066, -2.5868, 1.3372)
H (3.5376, -2.6614, 0.9025)
H (3.2683, -3.7004, -0.5175)
H (0.4029, 1.4954, 0.7056)
H (1.0988, 3.0167, 1.2701)
H (-1.0204, 2.4885, 2.4464)
H (-1.1693, 3.9762, 1.5047)

Properties
Structure (SMILES): CCCCNC(=O)[C@H]1CC[C@@H](CNc2c(N3CCC(C)CC3)c(=O)c2=O)CC1
Molar mass: 389.54 g/mol
HOMO energy: -7.43 eV
F_max: 0.0168 Eh/bohr
Multiplicity: 1

C18H22N2O3 | the ωB97M-V functional and the def2-TZVPD basis

Element x y z (Å)
C (0.3336, 7.1731, -2.3241)
C (-0.2604, 5.7800, -2.2337)
O (0.5585, 4.9901, -1.3658)
C (0.4797, 3.6653, -1.4864)
O (-0.2228, 3.0985, -2.2818)
C (1.3727, 2.9848, -0.4641)
C (0.6342, 3.0009, 0.8886)
C (1.1200, 1.8508, 1.7566)
N (0.7446, 0.5854, 1.1511)
C (0.5575, -0.4692, 1.9762)
O (0.7876, -0.3798, 3.1800)
C (0.0671, -1.7481, 1.4361)
C (-0.6710, -2.1389, 0.3426)
C (-0.8979, -3.5332, 0.4680)
C (-1.5649, -4.4761, -0.3194)
C (-1.6032, -5.7895, 0.0926)
C (-2.3065, -6.8375, -0.7191)
C (-0.9758, -6.1701, 1.2927)
C (-0.3110, -5.2695, 2.0909)
C (-0.2756, -3.9426, 1.6737)
N (0.2925, -2.8449, 2.2321)
C (0.6954, 0.5539, -0.2944)
C (1.6997, 1.5444, -0.8779)
H (0.3856, 7.6218, -1.3359)
H (1.3372, 7.1282, -2.7385)
H (-0.2871, 7.7931, -2.9642)
H (-0.3030, 5.2947, -3.2146)
H (-1.2745, 5.8102, -1.8196)
H (2.2906, 3.5721, -0.3816)
H (-0.4403, 2.8898, 0.7280)
H (0.8020, 3.9509, 1.3949)
H (2.2083, 1.9053, 1.8863)
H (0.6669, 1.8843, 2.7508)
H (-1.0527, -1.5203, -0.4437)
H (-2.0421, -4.1711, -1.2395)
H (-2.7521, -6.4045, -1.6110)
H (-1.6073, -7.6159, -1.0233)
H (-3.0935, -7.3091, -0.1315)
H (-1.0241, -7.2079, 1.5898)
H (0.1645, -5.5770, 3.0103)
H (0.7591, -2.7714, 3.1222)
H (0.9404, -0.4543, -0.6341)
H (-0.3074, 0.8106, -0.6564)
H (1.6738, 1.4627, -1.9650)
H (2.7016, 1.2799, -0.5378)

Properties
Structure (SMILES): CCOC(=O)C1CCN(C(=O)c2cc3cc(C)ccc3[nH]2)CC1
Molar mass: 314.38 g/mol
HOMO energy: -8.03 eV
F_max: 0.0129 Eh/bohr
Multiplicity: 1

C6H13NO | the ωB97M-V functional and the def2-TZVPD basis

Element x y z (Å)
C (1.8773, -0.7006, 1.3048)
C (1.4515, 0.5211, 0.5174)
C (-0.2871, 0.6473, 0.6989)
N (-0.9545, 0.9876, 1.8603)
C (-0.8605, 0.4185, -0.4949)
C (-2.3171, 0.3360, -0.8299)
O (0.0300, 0.2799, -1.5744)
C (0.3533, -1.0654, -1.9291)
H (2.9701, -0.7824, 1.3146)
H (1.4799, -1.6209, 0.8653)
H (1.5200, -0.6488, 2.3365)
H (1.9757, 0.5572, -0.4377)
H (1.7436, 1.4519, 1.0026)
H (-0.3713, 1.4846, 2.5254)
H (-1.8590, 1.4294, 1.7187)
H (-2.5546, 0.9486, -1.7062)
H (-2.6045, -0.6958, -1.0628)
H (-2.9382, 0.6699, 0.0054)
H (1.4345, -1.1092, -2.0839)
H (-0.1604, -1.3094, -2.8624)
H (0.0712, -1.7993, -1.1685)

Properties
Structure (SMILES): CC/C(N)=C(/C)OC
Molar mass: 115.18 g/mol
HOMO energy: -7.58 eV
F_max: 0.0897 Eh/bohr
Multiplicity: 1

C16H22O3 | the ωB97M-V functional and the def2-TZVPD basis

Element x y z (Å)
C (2.8329, 4.0794, -2.2275)
C (2.0524, 4.7797, -1.1213)
C (2.5984, 4.4890, 0.2781)
C (2.6047, 3.0108, 0.6681)
C (1.2027, 2.4168, 0.7873)
C (1.2449, 0.9207, 1.1011)
C (-0.0980, 0.3105, 1.4987)
C (0.0074, -1.1249, 0.9698)
C (-1.3245, -1.7132, 0.5053)
O (-1.2173, -3.1138, 0.5465)
C (-2.2707, -3.8682, 0.1131)
C (-2.0774, -5.2494, 0.1491)
C (-3.0805, -6.1037, -0.2576)
C (-4.2912, -5.5978, -0.7062)
C (-4.4838, -4.2302, -0.7425)
C (-3.4836, -3.3607, -0.3357)
O (0.9138, -1.0566, -0.1271)
C (1.6341, 0.0737, -0.1097)
O (2.4482, 0.3315, -0.9468)
H (3.8909, 4.3227, -2.1572)
H (2.7225, 3.0003, -2.1650)
H (2.4721, 4.4010, -3.2022)
H (2.0975, 5.8601, -1.2824)
H (1.0014, 4.4907, -1.1792)
H (2.0078, 5.0487, 1.0089)
H (3.6248, 4.8592, 0.3319)
H (3.1707, 2.4389, -0.0650)
H (3.1113, 2.9101, 1.6318)
H (0.6588, 2.5621, -0.1469)
H (0.6544, 2.9298, 1.5821)
H (1.9960, 0.7325, 1.8773)
H (-0.2842, 0.3355, 2.5695)
H (-0.9083, 0.8348, 0.9868)
H (0.4382, -1.8030, 1.7183)
H (-1.5332, -1.3639, -0.5145)
H (-2.1234, -1.3700, 1.1792)
H (-1.1285, -5.6235, 0.4991)
H (-2.9182, -7.1707, -0.2257)
H (-5.0762, -6.2663, -1.0248)
H (-5.4226, -3.8248, -1.0904)
H (-3.6642, -2.2977, -0.3744)

Properties
Structure (SMILES): CCCCC[C@H]1C[C@@H](COc2ccccc2)OC1=O
Molar mass: 262.35 g/mol
HOMO energy: -8.71 eV
F_max: 0.0144 Eh/bohr
Multiplicity: 1